[1]
Molecular formula: C10H21N4O
Method: DFT, ωB97M-V/def2-TZVPD

```
36
Properties=species:S:1:pos:R:3:lowdin_charge:R:1
C 0.749 2.147 1.484 -0.170
C 0.336 -0.727 1.912 -0.036
C -1.654 2.365 1.762 -0.436
C 0.666 0.263 -0.254 -0.198
C -2.470 3.608 1.811 -0.019
C 1.879 -1.960 -3.014 -0.110
C -2.231 -2.144 0.028 -0.123
C 0.800 0.089 -1.771 -0.060
C 2.162 -0.700 -2.140 -0.187
C 0.152 -2.099 -0.094 -0.135
N -0.313 2.516 2.037 0.147
N 0.897 1.517 0.236 0.137
N 0.523 -0.792 0.502 -0.029
N -1.953 1.097 1.711 0.139
O -1.090 -2.146 -0.760 -0.141
H 1.808 2.312 1.875 0.163
H 1.005 0.027 2.227 0.067
H -0.706 -0.363 2.203 0.086
H -2.132 4.326 0.901 0.141
H -2.311 4.277 2.634 0.073
H -3.558 3.453 1.628 0.093
H 2.371 -1.841 -4.006 0.080
H 0.749 -2.085 -3.220 0.099
H 2.268 -2.917 -2.575 0.086
H -2.912 -2.945 -0.412 0.117
H -2.806 -1.172 0.151 0.089
H -2.148 -2.423 1.123 0.104
H -0.081 -0.474 -2.202 0.128
H 0.759 1.059 -2.282 0.118
H 2.912 -0.177 -2.669 0.092
H 2.446 -1.069 -1.167 0.084
H 0.206 -2.875 0.638 0.136
H 0.957 -2.301 -0.841 0.116
H 1.320 2.140 -0.445 0.160
H -2.936 0.907 1.653 0.058
H 0.339 -1.739 2.436 0.133
```

Its total energy is -687.55657 Eh. The value obtained for the relative energy (zero: lowest compared OMol25 entry of this formula, charge and spin) is 60.00 kcal per mole. Its SMILES is [H]/N=C(C)/N=C\N/C(CCC)=[N+](\C)COC. The calculation puts the orbital gap at 10.2 eV. The LUMO energy is -3.0 eV. The charge is +1. The value obtained for the HOMO energy is -13.22 eV.

[2]
Molecular formula: C10H21NO4Ti
Method: DFT, ωB97M-V/def2-TZVPD

```
37
Properties=species:S:1:pos:R:3:lowdin_spin:R:1
Ti 0.029 -0.449 -0.005 2.444
O -4.648 -3.351 -0.964 0.853
C -3.311 -3.359 -1.494 0.082
C -2.005 -2.399 -1.033 0.006
O -1.566 -2.340 0.302 0.024
H -3.433 -3.313 -2.577 0.026
H -2.959 -4.389 -1.436 0.040
H -2.194 -1.373 -1.349 0.005
H -1.151 -2.742 -1.617 0.000
N 2.705 -1.294 0.305 0.100
C 2.622 -0.160 -0.461 0.081
C 1.930 -0.542 -1.608 0.053
C 1.749 -1.943 -1.599 0.016
C 2.139 -2.373 -0.372 0.056
H 3.278 -1.362 1.134 0.004
H 3.052 0.754 -0.079 0.011
H 1.773 0.217 -2.360 0.007
H 1.368 -2.513 -2.435 -0.001
H 2.292 -3.316 0.134 0.003
C -2.363 2.310 0.153 0.020
C -1.717 2.369 -1.153 0.010
O -0.789 1.290 -1.277 0.072
H -1.532 2.121 0.832 0.015
H -3.240 1.683 0.312 0.002
H -2.773 3.315 0.259 0.001
H -1.183 3.320 -1.169 0.001
H -2.361 2.544 -2.015 0.000
H -0.543 1.338 -2.203 0.004
C 1.791 2.718 2.217 0.005
C 1.608 1.419 3.019 0.003
O 1.105 0.433 2.220 0.048
H 2.736 2.552 1.699 0.000
H 1.979 3.528 2.922 0.000
H 0.964 2.975 1.555 0.003
H 0.932 1.616 3.850 0.000
H 2.520 1.027 3.469 0.000
H 1.199 -0.308 2.824 0.005
```

Its expectation value of S² is 6.009. Its total energy is -1598.50526 Eh. The calculation puts the orbital gap (spin up / spin down) at 4.5 / 6.8 eV. The LUMO energy (spin up / spin down) is 0.2 / 0.0 eV. The charge is 0. As for the spin multiplicity: 5. The value obtained for the HOMO energy (spin up / spin down) is -4.40 / -6.85 eV.

[3]
Molecular formula: C10H22As4F24N2O2V
Method: DFT, ωB97M-V/def2-TZVPD

```
65
Properties=species:S:1:pos:R:3:lowdin_spin:R:1
V 0.185 -0.544 0.623 1.899
As -0.220 0.722 4.289 0.000
F -1.045 2.185 3.458 0.001
F -1.747 -0.190 4.228 0.001
F 0.494 -0.721 4.957 0.000
F 1.415 1.500 4.244 0.000
F -0.618 1.510 5.822 0.000
F 0.113 0.144 2.545 0.018
As -3.379 1.294 0.405 0.000
F -1.970 0.185 0.849 0.009
F -4.416 -0.102 0.791 0.000
F -4.809 2.247 -0.128 0.000
F -2.193 2.699 -0.018 0.000
F -3.332 0.705 -1.289 0.000
F -3.455 1.934 2.053 0.000
As 2.210 2.618 0.450 0.000
F 2.802 4.247 0.099 0.000
F 3.843 2.023 0.840 -0.001
F 1.569 0.963 0.789 0.012
F 0.537 3.217 0.053 0.000
F 2.512 2.214 -1.234 0.000
F 2.037 3.028 2.218 0.000
As 2.737 -1.713 -2.040 0.001
F 2.117 -0.332 -2.970 0.001
F 3.808 -0.488 -1.225 0.000
F 3.273 -3.028 -0.917 0.000
F 1.671 -2.728 -2.958 0.001
F 4.104 -2.033 -3.169 0.000
F 1.427 -1.365 -0.767 0.027
C -1.089 4.304 -4.429 0.000
C -0.734 3.568 -3.165 0.001
C -0.786 2.031 -3.289 0.002
C -0.449 1.311 -2.081 0.010
N -0.262 0.718 -1.077 -0.011
H -1.048 5.361 -4.167 0.000
H -2.093 4.185 -4.836 0.000
H -0.380 4.206 -5.251 0.000
H -1.432 3.840 -2.373 0.000
H 0.294 3.860 -2.953 0.000
H -0.088 1.722 -4.067 0.000
H -1.729 1.547 -3.542 0.000
C -1.660 -1.802 -2.235 0.001
O -1.362 -1.863 -0.843 0.016
C -2.399 -2.439 -0.043 0.001
C -1.805 -2.830 1.419 0.000
N -0.464 -2.311 1.669 0.002
C 0.562 -3.431 1.341 0.005
C 1.790 -2.834 1.947 0.000
O 2.005 -1.534 1.518 0.002
C 3.277 -1.133 2.074 0.000
H -1.857 -2.845 -2.485 0.001
H -0.705 -1.432 -2.609 0.000
H -2.543 -1.216 -2.491 0.000
H -2.941 -3.220 -0.577 0.000
H -3.248 -1.782 0.148 0.000
H -1.909 -3.850 1.790 0.000
H -2.411 -2.322 2.170 0.000
H -0.578 -2.604 2.629 0.000
H 0.639 -3.799 0.318 0.000
H 0.394 -4.376 1.858 0.000
H 2.682 -3.459 1.905 0.000
H 1.697 -2.790 3.032 0.000
H 4.175 -1.575 1.642 0.000
H 3.364 -1.330 3.143 0.000
H 3.421 -0.065 1.912 0.000
```

Its expectation value of S² is 2.006. Its total energy is -12938.62558 Eh. The value obtained for the relative energy (zero: lowest compared OMol25 entry of this formula, charge and spin) is 62.59 kcal per mole. The calculation puts the orbital gap (spin up / spin down) at 9.0 / 10.0 eV. The LUMO energy (spin up / spin down) is -0.1 / 0.9 eV. The charge is -1. As for the spin multiplicity: 3. The value obtained for the HOMO energy (spin up / spin down) is -9.04 / -9.14 eV.

[4]
Molecular formula: C10H22B2BeBr3CsF5LiMgN2O9P2S
Method: DFT, ωB97M-V/def2-TZVPD

```
60
Properties=species:S:1:pos:R:3:lowdin_charge:R:1
C 1.749 -4.045 -3.330 -0.113
N 1.858 -2.597 -3.642 -0.175
C 3.082 -2.059 -3.065 -0.121
B 0.631 -1.845 -3.312 -0.597
O 0.712 -0.412 -3.114 0.023
P -1.113 -2.677 -3.184 0.025
H 2.722 -4.517 -3.621 0.083
H 1.594 -4.239 -2.249 0.102
H 0.983 -4.518 -3.967 0.046
H 3.884 -2.604 -3.619 -0.026
H 3.249 -2.307 -1.995 0.118
H 3.235 -0.985 -3.259 0.098
H 0.807 -0.035 -3.991 0.096
H -0.790 -3.569 -4.275 -0.022
H -0.687 -3.614 -2.155 -0.073
H -1.587 -1.712 -2.180 -0.288
H -1.612 -1.722 -4.195 -0.029
H -2.447 -3.247 -3.162 -0.354
Li 3.752 -3.121 -5.380 0.751
N -0.778 -0.514 0.920 0.101
C -1.608 -0.026 1.837 -0.196
C -2.354 1.146 1.657 -0.225
C -2.228 1.854 0.467 -0.032
C -1.368 1.362 -0.494 -0.020
C -0.669 0.181 -0.225 -0.048
H -1.679 -0.606 2.756 0.107
H -3.027 1.491 2.444 0.044
H -2.785 2.769 0.298 0.144
H -1.232 1.882 -1.436 0.108
H 0.014 -0.234 -0.954 0.103
F 0.135 3.231 -1.068 -0.538
Mg -1.722 2.212 3.615 1.389
O 0.509 -6.222 -5.395 -0.243
P 1.715 -7.024 -5.882 -0.117
O 2.579 -7.467 -4.701 -0.135
O 2.558 -6.134 -6.801 -0.307
O 1.221 -8.264 -6.626 -0.100
C 7.852 -1.553 -3.623 -1.547
Br 6.656 -2.790 -4.532 0.573
Br 7.024 0.208 -3.347 0.366
Br 8.524 -2.301 -1.972 0.598
H 8.704 -1.406 -4.277 -0.022
Be 7.202 2.591 -3.039 0.196
Cs -3.063 -2.737 -1.645 1.211
B -2.190 6.884 3.180 -1.245
F -3.125 7.793 3.701 0.094
F -1.159 6.652 4.124 0.059
F -2.839 5.641 2.918 0.035
F -1.645 7.380 1.987 0.094
C -2.822 3.500 8.625 -0.169
C -4.137 3.962 9.228 -0.165
O -4.668 4.894 8.282 -0.176
S -4.234 4.454 6.790 0.622
O -5.304 3.712 6.200 -0.232
O -3.618 5.561 6.147 -0.175
O -3.077 3.395 7.217 -0.235
H -2.034 4.241 8.776 0.137
H -2.500 2.540 9.025 0.132
H -4.005 4.438 10.197 0.139
H -4.843 3.133 9.323 0.134
```

Its total energy is -10774.81610 Eh. The calculation puts the orbital gap at 2.2 eV. The LUMO energy is -5.7 eV. The charge is 0. The value obtained for the HOMO energy is -7.85 eV.

[5]
Molecular formula: C10H22BF3O5S
Method: DFT, ωB97M-V/def2-TZVPD

```
42
Properties=species:S:1:pos:R:3:lowdin_charge:R:1
O -2.818 1.850 1.655 -0.318
S -1.938 0.677 1.352 0.805
O -1.019 0.464 2.515 -0.326
B -2.853 -0.943 1.039 -0.093
C -4.202 -1.098 0.164 -0.098
C -5.294 0.112 0.672 -0.217
C -6.537 0.389 -0.407 0.007
O -5.290 1.361 -0.148 -0.206
C -1.003 1.063 -0.254 -0.449
F -1.404 2.264 -0.826 0.108
F -1.248 0.010 -1.171 0.068
F 0.362 1.108 0.116 0.061
H -2.361 -1.925 1.503 0.072
H -4.742 -2.082 0.302 0.107
H -3.961 -0.843 -0.915 0.118
H -5.550 0.174 1.826 0.164
H -6.200 0.288 -1.479 0.110
H -7.297 1.146 -0.043 0.107
C 2.538 -2.624 0.708 -0.061
C 1.790 -2.031 1.892 -0.500
C 2.639 -2.059 3.153 -0.061
O 0.590 -2.769 2.112 -0.065
H 2.797 -3.671 0.894 0.079
H 1.912 -2.607 -0.188 0.078
H 3.456 -2.069 0.502 0.081
H 1.502 -1.001 1.666 0.125
H 2.901 -3.087 3.424 0.080
H 2.085 -1.641 3.998 0.081
H 3.561 -1.487 3.022 0.081
H 0.835 -3.681 2.312 0.086
C 3.745 2.691 -1.526 -0.063
C 3.337 1.566 -2.464 -0.497
C 2.564 2.097 -3.662 -0.064
O 2.529 0.628 -1.757 -0.065
H 2.865 3.210 -1.133 0.081
H 4.289 2.294 -0.665 0.080
H 4.381 3.419 -2.036 0.079
H 4.227 1.033 -2.809 0.138
H 1.643 2.596 -3.342 0.080
H 2.267 1.278 -4.321 0.079
H 3.164 2.808 -4.235 0.080
H 1.738 1.090 -1.447 0.049
```

Its total energy is -1492.83064 Eh. The value obtained for the relative energy (zero: lowest compared OMol25 entry of this formula, charge and spin) is 66.79 kcal per mole. Its SMILES is O=S(=O)(BC[C@@H]1CO1)C(F)(F)F.CC(C)O.CC(C)O. The calculation puts the orbital gap at 8.4 eV. The LUMO energy is -1.6 eV. The charge is 0. The value obtained for the HOMO energy is -10.09 eV.

[6]
Molecular formula: C10H22BInN5O2
Method: DFT, ωB97M-V/def2-TZVPD

```
41
Properties=species:S:1:pos:R:3:lowdin_charge:R:1
C -2.058 -0.347 4.148 -0.138
C -1.877 0.063 2.578 -0.400
N -0.455 0.139 2.151 -0.219
In -0.163 -0.390 0.100 0.754
C 1.890 -1.407 -0.101 -0.213
C 3.051 -0.643 0.691 -0.721
N 3.062 0.843 0.505 0.020
N 4.366 -1.152 0.135 0.021
N 3.084 -0.917 2.156 0.049
B -1.663 -1.983 -0.653 -0.544
O -1.152 -3.230 -1.222 -0.007
O -3.101 -1.819 -0.634 -0.135
C -3.554 -2.001 -2.028 -0.114
C -0.332 1.342 -1.350 -0.186
C 0.661 2.551 -1.366 -0.098
C 0.432 3.647 -2.468 -0.077
C -0.759 3.427 -3.420 -0.186
N -1.702 2.363 -3.411 -0.023
C -1.461 1.378 -2.410 -0.163
H -3.065 -0.917 4.187 0.058
H -1.269 -1.087 4.502 0.062
H -2.151 0.588 4.798 0.053
H -2.408 1.060 2.391 0.098
H -2.451 -0.735 1.992 0.077
H -0.031 1.056 2.358 0.000
H 1.794 -2.453 0.348 0.041
H 2.087 -1.485 -1.224 0.040
H 2.211 1.240 0.957 0.041
H 2.955 1.006 -0.518 0.061
H 5.105 -0.442 0.283 0.056
H 4.257 -1.332 -0.872 0.048
H 2.422 -0.249 2.600 0.056
H 4.014 -0.584 2.469 0.061
H -0.353 -3.511 -0.732 0.065
H -4.009 -3.026 -2.217 0.095
H -4.298 -1.139 -2.210 0.102
H -2.658 -1.770 -2.716 0.088
H 1.521 2.674 -0.636 0.054
H 1.153 4.527 -2.534 0.070
H -0.901 4.225 -4.238 0.082
H -2.192 0.489 -2.390 0.073
```

Its total energy is -1033.40892 Eh. The calculation puts the orbital gap at 7.5 eV. The LUMO energy is 2.9 eV. The charge is -1. The value obtained for the HOMO energy is -4.67 eV.

[7]
Molecular formula: C10H22BN4O7PS
Method: DFT, ωB97M-V/def2-TZVPD

```
46
Properties=species:S:1:pos:R:3:lowdin_charge:R:1
C 2.505 1.757 1.542 -0.238
P 2.095 1.063 -0.091 0.983
O 3.576 0.547 -0.639 -0.288
C 1.108 -0.520 0.402 -0.500
C 2.222 -1.561 0.586 -0.075
O 0.513 -0.162 1.648 -0.355
S 0.266 -1.413 2.697 0.984
O -0.697 -0.921 3.634 -0.372
O -0.513 -2.427 1.680 -0.302
C -1.678 -1.877 1.047 -0.149
C -1.415 -0.957 -0.146 -0.193
C -2.211 0.362 -0.119 -0.079
C -1.939 1.542 0.832 -0.646
N -2.008 1.289 2.230 0.113
N -0.741 2.284 0.492 0.099
N -3.081 2.518 0.576 0.051
C 0.038 -0.938 -0.686 -0.316
C 0.027 -0.042 -1.923 -0.046
B 1.106 -0.246 -3.052 -0.645
O 1.722 -1.446 -3.375 0.165
O 1.393 0.872 -3.827 0.153
O 0.459 -2.278 -1.043 0.026
C -0.342 -2.929 -1.803 -0.334
N -1.105 -3.472 -2.526 0.188
H 3.063 2.666 1.379 0.039
H 1.611 1.989 2.089 0.022
H 3.116 1.067 2.117 0.046
H 3.626 0.706 -1.575 0.023
H 1.882 -2.523 0.944 0.075
H 2.891 -1.162 1.339 0.082
H 2.786 -1.709 -0.318 0.081
H -2.257 -2.730 0.735 0.134
H -2.279 -1.407 1.814 0.099
H -1.931 -1.459 -0.960 0.126
H -3.224 0.058 0.123 0.125
H -2.317 0.779 -1.106 0.108
H -2.543 0.487 2.496 0.066
H -1.137 1.363 2.717 0.063
H -0.910 2.753 -0.382 0.081
H -0.646 2.983 1.215 0.089
H -3.151 2.706 -0.418 0.057
H -3.949 2.084 0.862 0.060
H -0.931 -0.231 -2.413 0.132
H -0.005 1.000 -1.679 0.071
H 2.660 -1.399 -3.186 0.104
H 2.342 0.936 -3.932 0.094
```

Its total energy is -1904.36495 Eh. The calculation puts the orbital gap at 8.3 eV. The LUMO energy is -0.2 eV. The charge is 0. The value obtained for the HOMO energy is -8.47 eV.

[8]
Molecular formula: C10H22GdIO4P2
Method: DFT, ωB97M-V/def2-TZVPD

```
40
Properties=species:S:1:pos:R:3:lowdin_spin:R:1
C 0.037 0.240 -5.059 -0.001
C 0.022 0.322 -3.597 -0.010
H 0.045 1.195 -5.644 0.000
H -0.832 -0.385 -5.326 0.000
H 0.906 -0.390 -5.311 0.000
O 0.021 0.987 -2.606 -0.014
I -0.007 -3.735 -0.663 0.084
Gd -0.023 -0.775 -0.609 6.798
P 2.608 -0.062 0.426 0.058
C 3.164 1.355 1.429 0.007
C 3.236 -1.446 1.419 0.014
H 4.314 -1.341 1.562 0.004
H 4.734 0.009 -0.749 0.002
H 3.021 -2.378 0.894 0.000
H 3.420 -0.483 -1.847 0.000
H 2.743 1.304 2.439 0.000
H 2.696 -1.484 2.386 0.000
C 3.691 0.196 -1.028 0.010
H 4.261 1.370 1.495 0.002
H 3.582 1.239 -1.366 0.000
H 2.828 2.289 0.964 0.000
P -2.648 0.080 0.303 0.043
C -3.216 1.471 1.341 0.005
C -3.657 0.398 -1.179 0.009
H -2.996 -2.265 0.892 0.001
H -4.464 -1.292 1.251 0.002
H -3.026 -1.235 2.339 0.000
C -3.364 -1.306 1.288 0.008
H -3.320 -0.233 -2.010 0.000
H -4.713 0.197 -0.974 0.002
H -4.315 1.545 1.334 0.002
H -2.795 2.402 0.945 0.000
H -3.516 1.452 -1.454 0.000
H -2.869 1.371 2.377 0.000
C 0.045 1.428 1.007 -0.014
O 0.041 2.059 1.970 -0.002
O 1.236 -1.179 3.300 0.000
C 0.086 -1.025 2.866 0.002
O -0.227 -1.035 1.590 -0.014
H -0.747 -0.861 3.608 0.001
```

Its expectation value of S² is 16.074. Its total energy is -2440.60662 Eh. The value obtained for the relative energy (zero: lowest compared OMol25 entry of this formula, charge and spin) is 40.36 kcal per mole. The calculation puts the orbital gap (spin up / spin down) at 3.6 / 3.5 eV. The LUMO energy (spin up / spin down) is -11.4 / -11.5 eV. The charge is +2. As for the spin multiplicity: 8. The value obtained for the HOMO energy (spin up / spin down) is -15.00 / -14.94 eV.

Question: Look up the charge of the fourth one.
Answer: 0

Question: Number 5 is which compound?
Answer: C10H22BF3O5S

Question: What is the charge in the first record?
Answer: +1